This record from OMol25 describes a cluster of 2 separate species, C5H14NO in total. The level of theory is ωB97M-V/def2-TZVPD.

```
! wB97M-V def2-TZVPD RIJCOSX def2/J DEFGRID3
* xyz 0 2
H -3.1812 2.2701 0.2564
H 1.6976 -2.2264 1.9316
H -1.6785 3.1808 0.8342
H -0.0139 -0.2397 -0.4884
N 1.8072 -1.2769 0.0516
C -2.0891 2.3349 0.2815
H 0.5867 -0.7950 1.8332
C -1.4969 1.1034 1.0026
H 1.2539 -1.5383 -2.4540
O -1.7253 -0.0426 0.3199
H 2.7179 -0.9159 0.3195
H -0.3745 1.3067 1.2090
H 2.3694 -0.1776 -2.5308
C 1.0366 -1.6405 1.2329
H 0.2169 -2.3522 0.9611
C 1.0939 -0.2452 -0.7217
H -1.6813 2.2427 -0.7572
H 0.5918 0.1096 -2.8559
H -1.9961 1.0899 2.0465
H 1.4510 0.7648 -0.5045
C 1.3209 -0.4594 -2.2488
*
```

Its frontier orbital gap (alpha / beta) is 9.8 / 6.9 eV. The energy above the lowest of the compared OMol25 structures with the same formula, charge and spin comes out at 1.718 eV. As for the HOMO energy (alpha / beta): -0.3216 / -0.3216 Ha. The expectation value of S² is 0.755.

This record from OMol25 describes the molecule C5H10BNO. The level of theory is ωB97M-V/def2-TZVPD.

```
! wB97M-V def2-TZVPD RIJCOSX def2/J DEFGRID3
* xyz 0 1
H 1.7232 1.0298 0.9451
C -1.2820 0.1854 0.4955
N 0.0579 -1.6736 -0.2276
C 0.0801 -0.5358 0.7063
B -0.1394 -2.8230 -0.5900
C -0.8718 1.6304 0.1295
H -1.6609 -0.3599 -0.3111
H -0.1376 0.8391 -1.6683
H -1.8972 0.0383 1.4051
H -0.5102 -3.8586 -0.9232
H -1.5501 2.1819 -0.3512
C 0.2431 1.3673 -0.7433
H 2.0052 -1.3630 -0.1290
H -0.5423 1.9793 1.0992
H 0.2813 -1.0093 1.7598
O 2.2794 -0.2981 -0.4628
H 0.7008 2.2633 -1.2156
C 1.2205 0.4065 0.0816
*
```

As for the SMILES: [H]/B=N\[C@@H]1CCC[C@@H]1O. Its frontier orbital gap is 10.3 eV. The energy above the lowest of the compared OMol25 structures with the same formula, charge and spin comes out at 3.449 eV. As for the HOMO energy: -0.3523 Ha.

This record from OMol25 describes the molecule C4H5NO2. The level of theory is ωB97M-V/def2-TZVPD.

```
! wB97M-V def2-TZVPD RIJCOSX def2/J DEFGRID3
* xyz 0 1
C 0.5562 0.9920 -0.9996
C 0.1084 0.3760 0.2416
N -0.4192 -0.5998 0.8510
H -1.4975 -2.2581 1.6867
C 1.0525 1.4758 0.3858
C -1.0201 -1.5920 0.0089
H -0.0888 1.7062 -1.5041
H 2.0502 1.2222 0.7361
H 0.6946 2.4563 0.6903
O -1.6318 -2.5157 0.7611
O -0.9746 -1.6542 -1.1905
H 1.1700 0.3914 -1.6674
*
```

As for the SMILES: O=C(O)N=C1CC1. Its frontier orbital gap is 10.2 eV. The energy above the lowest of the compared OMol25 structures with the same formula, charge and spin comes out at 1.621 eV. As for the HOMO energy: -0.3645 Ha.

This record from OMol25 describes a structure of composition C20H24F4N3O8PbS2. The level of theory is ωB97M-V/def2-TZVPD.

```
! wB97M-V def2-TZVPD RIJCOSX def2/J DEFGRID3
* xyz 1 1
F 1.9967 2.3353 0.9415
S -1.8806 1.1533 2.8243
C 2.0553 -1.4377 -2.0976
F 4.0193 2.9995 2.5901
C -0.0486 -1.4574 -3.3331
C -0.3367 3.2468 3.8415
H 1.2479 -2.2345 -0.2298
C -0.4515 1.9075 3.5250
H 0.5024 0.9155 -3.9243
N 0.9442 -0.6358 -2.6214
C 1.5946 2.7011 5.1707
H -2.4514 4.9126 -1.4004
C 2.5388 0.0107 1.1718
H 0.8223 4.6856 4.9209
C 3.7444 1.7244 2.3656
O 0.0748 -1.7517 4.3303
O -3.0724 1.7865 3.2637
H -1.1293 4.7243 -2.5408
H 2.3974 2.3825 -3.4013
H 3.0030 -0.9938 -2.4058
O -1.7396 1.1468 1.3468
C 2.7212 1.3932 1.5580
C 0.7126 3.6435 4.6551
C 2.0731 -1.5896 -0.5639
H 2.3756 3.0145 5.8501
C 1.4940 1.3612 4.8252
C 2.1245 1.5917 -2.7013
H 3.0395 1.2283 -2.2357
F 3.0370 -2.2411 1.8640
N -2.8045 3.5178 -2.9993
H 2.0223 -2.4503 -2.5052
O 2.0926 -0.8407 3.3568
H -3.7730 3.5487 -2.7036
C 4.3285 -0.5363 2.8662
H 5.5461 1.1035 3.4315
C -1.2557 3.1553 -1.1199
C 0.4755 0.9787 3.9701
Pb -0.6374 -0.1817 -0.1469
H -2.0279 2.0248 -2.3837
H -1.0762 3.9468 3.4765
H 2.9921 -2.1037 -0.2915
C -1.9308 4.1918 -2.0299
H 1.5042 2.0199 -1.9166
N 1.9697 -0.2858 0.0746
H 0.4653 -1.2321 -5.4373
C 2.9784 -0.9493 2.3133
H 1.3641 -2.5113 -4.6143
H 2.1823 0.6243 5.2102
H -0.3232 -2.2872 -2.6742
C 0.3950 -2.0166 -4.6857
O -1.6527 -0.2203 3.3820
O -1.4737 1.8866 -1.5470
C 1.3942 0.4937 -3.4569
O -0.5726 3.4071 -0.1753
O 0.1436 -0.9393 1.9363
H -0.9446 -0.8441 -3.4818
H -0.3333 -2.7504 -5.0287
H 2.0381 0.1265 -4.2656
S 0.2717 -0.7239 3.3846
C 4.6363 0.7555 2.9627
H -2.7485 3.9281 -3.9208
F 5.1085 -1.4990 3.3057
*
```

Its frontier orbital gap is 7.7 eV. The energy above the lowest of the compared OMol25 structures with the same formula, charge and spin comes out at 1.125 eV. As for the HOMO energy: -0.4283 Ha.

This record from OMol25 describes a cluster of 12 separate species, C28H80O20S12 in total. The level of theory is ωB97M-V/def2-TZVPD.

```
! wB97M-V def2-TZVPD RIJCOSX def2/J DEFGRID3
* xyz 0 1
C -7.0675 1.9849 -8.3501
H 8.2605 -2.8628 4.8995
O -3.5901 10.4603 1.4437
H -1.8117 -2.3669 -7.0034
C 3.0096 6.1591 6.6768
C 8.6859 -1.8781 5.0931
H 8.4952 -3.0638 2.6704
H -6.4117 -6.7233 0.3451
H -6.8634 0.9181 -8.4416
H -0.8157 -7.2553 7.4578
H -7.0741 1.8807 -6.1639
H 3.3742 4.6574 3.2513
H -0.0183 2.2068 -1.4194
S 0.0985 -0.1605 -0.7966
C 0.8788 -9.6738 -5.6734
O -1.3914 -4.8310 6.0363
C -4.8651 1.7493 8.9507
H -4.8886 4.7134 -5.3393
H 2.8555 3.9840 4.7140
H 1.8021 -4.4972 7.4809
H 6.8859 -0.6997 5.0313
C -4.9756 5.0853 -6.3601
O 10.0491 -1.7518 4.7081
O -8.0674 -6.0527 -0.5997
H 0.5228 -3.4224 7.4295
H -5.8441 2.2164 8.8436
H 0.4302 -7.4280 -3.6491
H -4.6771 1.5673 10.0088
H -2.1718 12.0223 3.3447
H -9.4495 -8.0841 -2.5268
C -7.6654 -5.4963 1.7515
C -3.5887 4.3449 10.4892
H -1.9529 9.7081 3.7370
C 9.0244 6.8651 -6.2357
O 1.7699 -7.1528 -6.2284
O -4.8294 3.9988 -8.8501
H -3.0675 6.3779 10.4668
O -6.1255 -6.8543 -2.0686
C 1.4765 -7.7337 -3.6489
H 1.4770 -8.5693 -2.9489
H 1.7433 5.1000 4.0284
H 5.7568 5.3259 -5.3313
H -5.9884 5.3727 -6.6427
O -4.0839 3.2269 6.8696
H 5.3082 -0.7241 -6.1038
H -0.1644 -9.3582 -5.6936
H 7.7271 -0.8489 3.4698
H -2.8269 8.1886 3.1982
H -2.1040 -0.9219 -0.7095
H 3.4114 7.0225 7.2070
H -1.5597 -0.2886 0.9175
H -4.6961 6.0065 11.1371
S 7.3107 -1.9089 -6.4773
H 1.9249 6.1632 6.7839
O 2.8987 7.5918 4.3811
C 6.0296 -1.1447 -5.4033
O -2.3424 2.5218 8.6157
H 2.1502 -7.0121 -3.1868
H 1.1301 -10.2086 -6.5892
H -8.1337 2.0557 -8.5652
H -8.7141 -5.2501 1.9178
H 8.3470 0.2023 4.7227
H 5.6018 -1.8702 -4.7115
H -7.3163 -6.0027 2.6513
C -3.6475 -5.1029 -8.7222
H 7.0453 5.9210 -4.2936
C -2.3853 -3.2803 -7.1609
C -7.4594 -6.5226 0.5692
H -7.0475 -4.6379 1.4875
H -3.0239 11.7139 4.8230
C -8.4712 -8.2513 -2.0760
S 3.6608 6.3344 4.9515
H -3.2960 -3.1490 -6.5764
C 7.8610 -0.7575 4.5477
O 1.0853 0.0373 0.3499
H 9.3179 -3.1918 -5.7791
H 0.0932 -6.1503 8.5268
S -3.9169 10.4449 2.9494
O -5.3208 2.4906 -6.8308
S 2.0916 -8.3048 -5.3025
H 9.6962 6.8840 -7.0938
S -4.4506 3.7090 -7.4708
H -4.0991 3.6625 11.1689
H -7.9229 -8.8951 -2.7637
C 9.5307 -2.9908 2.3381
C -3.6516 5.6987 11.0878
H 8.8290 -2.0191 -4.5025
H -1.4640 1.3116 -2.0070
C -6.7429 2.5320 -6.9727
C -3.1705 11.8701 3.7542
O -1.4803 -3.8076 -9.6184
H -4.0517 -5.5691 -9.6207
H 0.9695 -7.2038 7.4881
H -6.5578 2.5700 -9.1157
O 7.0264 6.4729 -7.9022
C -1.3082 -0.8751 0.0338
O 10.3021 -4.3229 4.3998
H 0.8809 -10.3689 -4.8338
H -3.1800 5.7140 12.0704
H 6.0915 7.0069 -5.1114
O 6.5610 -3.0288 -7.2693
H 9.4815 6.4102 -5.3569
H -4.7306 0.7875 8.4557
C 6.5753 6.0431 -5.2694
H 8.6559 7.8677 -6.0186
H 1.5371 -3.5636 5.9741
C -2.8830 9.1399 3.7273
O -8.2185 -5.7806 -3.0687
H -2.5631 3.9851 10.4066
H 8.7602 -1.8710 6.1806
H 3.4456 5.2916 7.1723
H -4.3818 5.9872 -6.5084
C 1.0575 -4.1169 6.7815
H -3.8674 12.7058 3.6917
S 10.6685 -3.0007 3.8202
H 9.7146 -3.7863 1.6160
H -0.9706 -1.8841 0.2705
O 12.0850 -2.7016 3.5389
H -8.6846 -8.6282 -1.0757
S -7.5674 -6.6517 -2.0452
H -3.2076 9.0830 4.7663
C 0.0578 -6.6084 7.5384
C -0.7385 1.4184 -1.2006
C 8.4838 -2.7483 -5.2354
S -2.8178 -3.4301 -8.9908
H -7.7983 -7.5482 0.7160
C 2.8107 4.9146 4.1482
H 6.4438 -0.3385 -4.7980
H -4.4120 -5.0101 -7.9508
O -4.0974 4.3121 9.1933
H -2.8725 -5.8124 -8.4324
S -0.0157 -5.4669 6.0498
H -1.9315 -4.1715 -6.7274
H -1.3487 1.7423 -0.3575
H 8.1430 -3.6888 -4.8024
S 7.7057 5.7463 -6.7398
S -3.7076 2.9799 8.2566
O -3.0497 3.4015 -7.2239
H 9.6941 -2.0672 1.7828
H -7.1442 3.5337 -6.8190
*
```

Its frontier orbital gap is 8.8 eV. The energy above the lowest of the compared OMol25 structures with the same formula, charge and spin comes out at 5.582 eV. As for the HOMO energy: -0.3179 Ha.